(1)
Computed, not measured: a molecular structure, C24H38O22Rb2, with ωB97M-V with the def2-TZVPD basis set.

Properties
ΔE to the lowest compared entry with this formula, charge and spin, kJ/mol: 2256.3
Net charge: 0
HOMO-LUMO gap, eV: 6.462
Total energy, hartree: -2639.9014

```
86
Properties=species:S:1:pos:R:3:mulliken_charge:R:1
Rb 13.733 5.358 -33.144 1.097
Rb 12.290 5.220 -29.627 1.185
C 15.327 2.526 -30.814 -1.752
C 14.560 3.716 -31.138 0.737
C 12.992 3.460 -31.354 1.589
O 12.315 4.429 -31.684 -1.528
C 12.458 2.098 -31.227 -0.752
C 13.300 1.047 -30.970 0.937
C 14.779 1.232 -30.659 1.268
O 15.583 0.273 -30.271 -0.906
O 12.703 -0.132 -31.044 -0.806
O 15.044 4.845 -31.205 -1.041
H 16.381 2.565 -30.580 0.537
H 11.416 1.911 -31.438 -1.557
C 20.429 2.620 -31.835 -0.707
O 19.827 1.790 -30.865 -0.364
C 18.680 2.205 -30.252 1.011
O 18.015 3.190 -30.557 -0.641
O 18.423 1.388 -29.312 -0.386
C 17.113 1.410 -28.676 0.376
H 21.341 3.055 -31.424 0.268
H 19.803 3.436 -32.196 0.318
H 20.657 2.059 -32.742 0.271
H 17.000 2.226 -27.961 0.406
H 16.763 0.567 -28.080 0.441
H 16.307 1.503 -29.404 -0.670
C 17.446 -1.615 -34.514 -0.700
O 16.096 -1.231 -34.783 -0.354
C 15.003 -1.416 -34.037 0.724
O 14.992 -2.045 -33.013 -0.569
O 13.961 -0.683 -34.473 -0.308
C 12.767 -0.648 -33.746 -0.257
H 18.084 -0.821 -34.903 0.263
H 17.644 -2.652 -34.784 0.293
H 17.701 -1.619 -33.455 0.321
H 11.983 -0.067 -34.233 0.343
H 12.900 -0.184 -32.769 0.332
H 12.412 -1.664 -33.569 0.519
C 7.309 -0.940 -34.950 -0.807
O 7.952 -0.352 -33.855 -0.337
C 9.245 -0.339 -33.735 0.597
O 9.949 -1.099 -34.410 -0.612
O 9.624 0.521 -32.696 -0.569
C 10.947 0.919 -32.293 0.092
H 7.792 -1.084 -35.917 0.353
H 6.360 -0.460 -35.188 0.313
H 7.090 -1.984 -34.723 0.339
H 11.308 0.179 -31.579 1.854
H 10.676 1.787 -31.693 1.174
H 11.680 1.223 -33.041 -2.499
C 12.472 4.465 -24.971 -0.652
O 13.751 4.405 -25.640 -0.330
C 13.736 4.389 -26.953 0.937
O 12.804 4.477 -27.757 -0.679
O 14.970 4.151 -27.282 -0.354
C 15.499 4.047 -28.605 -0.314
H 12.013 5.445 -25.102 0.281
H 12.559 4.222 -23.912 0.235
H 11.827 3.686 -25.378 0.299
H 15.788 5.007 -29.032 0.391
H 14.806 3.544 -29.280 0.020
H 16.457 3.529 -28.597 0.121
C 8.761 2.619 -35.385 -0.650
O 8.695 2.987 -34.006 -0.430
C 9.756 3.191 -33.261 0.878
O 10.913 3.124 -33.698 -0.587
O 9.313 3.656 -32.058 -0.305
C 10.255 4.188 -31.188 -0.504
H 9.570 3.130 -35.906 0.247
H 7.823 2.879 -35.877 0.292
H 9.054 1.579 -35.530 0.198
H 10.084 3.674 -30.242 0.344
H 10.196 5.243 -30.921 0.501
H 11.238 3.924 -31.578 -0.806
C 16.031 3.496 -36.791 -0.725
O 14.897 2.714 -36.327 -0.326
C 14.404 3.052 -35.148 0.507
O 14.936 3.734 -34.279 -0.714
O 13.327 2.254 -34.944 -0.525
C 12.752 2.263 -33.642 1.734
H 16.204 2.974 -37.732 0.260
H 16.904 3.466 -36.140 0.287
H 15.686 4.525 -36.900 0.321
H 13.377 1.807 -32.875 -0.379
H 11.780 1.777 -33.556 0.145
H 12.641 3.307 -33.348 0.447
```

=====

(2)
Computed, not measured: a molecular structure, C24H38O22Rb3, with ωB97M-V with the def2-TZVPD basis set.

Properties
Net charge: +1
HOMO-LUMO gap, eV: 5.331
Total energy, hartree: -2664.7167

```
87
Properties=species:S:1:pos:R:3:mulliken_charge:R:1
Rb 1.892 -1.773 -3.988 0.966
Rb 3.455 0.364 -0.596 0.862
Rb 3.081 -1.101 3.212 0.995
C -0.454 -2.427 -1.406 -0.576
C 0.336 -1.359 -0.962 1.712
C 0.536 -1.325 0.619 -0.304
O 1.424 -0.555 1.124 -0.768
C -0.271 -2.120 1.397 -0.235
C -1.201 -3.069 0.895 0.366
C -1.275 -3.266 -0.597 0.255
O -1.981 -4.124 -1.094 -0.665
O -1.816 -3.799 1.650 -0.677
O 1.006 -0.611 -1.742 -0.672
H -0.501 -2.570 -2.483 -0.595
H -0.142 -1.900 2.453 0.282
C -0.685 -6.507 8.118 -0.660
O 0.317 -5.862 7.339 -0.352
C -0.059 -5.505 6.112 0.732
O -1.042 -5.856 5.535 -0.510
O 0.883 -4.671 5.641 -0.333
C 0.639 -4.193 4.339 -0.311
H -1.083 -7.341 7.546 0.314
H -1.375 -5.797 8.565 0.293
H -0.179 -6.967 8.971 0.233
H 1.425 -3.475 4.101 -0.113
H -0.338 -3.723 4.216 0.284
H 0.653 -4.993 3.597 0.398
C -2.299 -1.679 -4.594 -0.758
O -1.084 -0.949 -4.827 0.019
C -0.726 -0.812 -6.109 0.547
O -1.396 -1.126 -7.041 -0.545
O 0.488 -0.233 -6.142 -0.147
C 0.926 0.157 -7.460 -1.047
H -3.102 -1.353 -5.251 0.328
H -2.665 -1.319 -3.630 0.161
H -2.144 -2.749 -4.518 0.383
H 1.686 0.919 -7.319 0.307
H 0.105 0.567 -8.040 0.296
H 1.327 -0.723 -7.961 0.435
C -2.454 0.725 2.024 -0.197
O -3.318 1.030 0.947 -0.452
C -2.792 1.336 -0.233 0.714
O -1.679 1.759 -0.432 -0.471
O -3.746 1.222 -1.143 -0.437
C -3.293 1.323 -2.496 0.059
H -1.543 1.327 2.027 0.072
H -2.189 -0.332 1.984 0.106
H -2.942 0.935 2.974 0.301
H -2.975 2.349 -2.698 0.282
H -4.066 1.026 -3.192 0.389
H -2.384 0.735 -2.631 -0.505
C -0.084 3.324 -7.571 -0.837
O 0.666 3.066 -6.368 -0.412
C -0.004 2.676 -5.283 0.860
O -1.192 2.537 -5.202 -0.553
O 0.874 2.492 -4.308 -0.347
C 0.312 2.090 -3.057 0.305
H -0.146 4.402 -7.674 0.275
H -1.082 2.888 -7.509 0.407
H 0.427 2.793 -8.369 0.313
H 1.022 1.851 -2.276 -0.028
H -0.353 1.239 -3.189 -0.277
H -0.330 2.901 -2.702 0.344
C 2.710 2.318 5.073 -0.785
O 1.499 1.758 4.565 -0.124
C 0.759 1.002 5.390 0.514
O 0.957 0.776 6.546 -0.544
O -0.223 0.490 4.640 0.036
C -1.195 -0.294 5.327 -0.838
H 2.751 3.334 4.683 0.250
H 3.560 1.800 4.613 0.219
H 2.796 2.314 6.155 0.374
H -0.809 -1.018 6.046 0.389
H -1.797 -0.822 4.594 0.248
H -1.835 0.364 5.922 0.346
C 4.280 4.914 -0.781 -0.586
O 3.178 4.982 0.127 -0.384
C 2.387 3.928 0.163 0.629
O 2.406 3.012 -0.634 -0.378
O 1.620 3.972 1.230 -0.394
C 0.732 2.857 1.455 -0.377
H 4.826 5.841 -0.674 0.251
H 3.935 4.736 -1.797 0.258
H 4.923 4.070 -0.511 0.239
H 1.250 1.900 1.464 0.209
H -0.062 2.794 0.709 0.335
H 0.263 3.104 2.402 0.302
```

=====

(3)
Computed, not measured: a molecular structure, C24H39BN7PdS5, with ωB97M-V with the def2-TZVPD basis set.

Properties
ΔE to the lowest compared entry with this formula, charge and spin, kJ/mol: 103.1
Net charge: +1
HOMO-LUMO gap (spin up / spin down), eV: 5.860 / 5.927
Total energy, hartree: -3464.8737

```
77
Properties=species:S:1:pos:R:3:mulliken_charge:R:1
Pd -0.199 -0.492 -0.233 0.379
C 2.867 -3.408 -4.649 -1.577
C 2.041 -3.277 -3.366 0.994
C 2.993 -3.426 -2.185 -1.857
C 0.967 -4.367 -3.282 -1.354
N 1.320 -1.959 -3.447 0.426
C 0.484 -1.762 -4.526 -0.154
C -0.060 -0.540 -4.414 -1.441
N 0.427 0.044 -3.275 0.159
B -0.028 1.497 -2.966 1.086
N -1.482 1.620 -2.406 -0.002
C -2.053 2.868 -2.447 -1.445
C -3.267 2.796 -1.881 -0.094
N -3.465 1.494 -1.462 0.493
C -2.355 0.774 -1.803 0.497
S -2.102 -0.929 -1.629 -0.504
C -4.711 1.190 -0.677 1.236
C -5.897 1.371 -1.627 -1.572
C -4.756 2.205 0.472 -1.527
C -4.782 -0.200 -0.058 -2.195
N 0.970 2.248 -2.049 0.119
C 2.067 2.842 -2.630 -1.298
C 2.797 3.411 -1.659 -0.308
N 2.150 3.178 -0.456 0.595
C 1.041 2.439 -0.715 0.224
S -0.102 1.826 0.426 -0.428
C 2.767 3.695 0.806 1.157
C 1.866 3.590 2.032 -2.147
C 3.078 5.182 0.592 -1.631
C 4.045 2.891 1.049 -1.460
C 1.252 -0.844 -2.655 0.285
S 2.099 -0.504 -1.184 -0.367
H 3.411 -4.352 -4.626 0.448
H 3.591 -2.595 -4.710 0.381
H 2.251 -3.394 -5.547 0.397
H 3.450 -4.414 -2.263 0.545
H 2.472 -3.367 -1.237 0.279
H 3.783 -2.680 -2.207 0.449
H 1.437 -5.335 -3.112 0.450
H 0.373 -4.432 -4.194 0.374
H 0.296 -4.167 -2.449 0.239
H 0.347 -2.498 -5.295 0.558
H -0.757 -0.027 -5.053 0.632
H -0.022 2.071 -4.019 -0.192
H -1.534 3.711 -2.869 0.595
H -4.002 3.568 -1.750 0.554
H -5.953 2.388 -2.015 0.380
H -6.822 1.156 -1.094 0.445
H -5.815 0.681 -2.467 0.377
H -4.865 3.229 0.116 0.408
H -3.842 2.136 1.064 0.334
H -5.604 1.986 1.121 0.453
H -4.859 -0.982 -0.806 0.416
H -5.681 -0.233 0.560 0.547
H -3.926 -0.405 0.580 0.469
H 2.232 2.804 -3.692 0.617
H 3.721 3.952 -1.730 0.535
H 0.903 4.071 1.865 0.466
H 2.367 4.106 2.852 0.531
H 1.697 2.560 2.330 0.453
H 2.167 5.719 0.324 0.390
H 3.822 5.351 -0.183 0.412
H 3.465 5.603 1.518 0.461
H 3.815 1.826 1.108 0.291
H 4.499 3.200 1.990 0.457
H 4.775 3.040 0.253 0.362
S -0.130 -2.913 0.386 -0.301
C -0.417 -2.467 1.975 0.285
N 0.488 -2.544 2.941 -0.214
C 0.082 -2.148 4.283 -0.551
C -1.424 -2.345 4.316 -0.573
S -1.972 -1.974 2.611 -0.060
H 1.450 -2.737 2.705 0.267
H 0.349 -1.102 4.465 0.255
H 0.583 -2.771 5.022 0.356
H -1.930 -1.693 5.020 0.415
H -1.683 -3.384 4.513 0.317
```